[1]
The following is a DFT calculation (the ωB97M-V functional and the def2-TZVPD basis) of C53H52BrN2O3P2SSiSn as an isolated structure.

Charge = -2
Calculated total energy = -178093.3455 eV
ΔE to the lowest compared entry with this formula, charge and spin = 3.198 eV
Spin multiplicity = 2
<S²> = 0.7619
E_LUMO (alpha / beta) = 0.155 / 0.153 hartree

Cartesian coordinates (Å):
1 Sn -0.69284 0.63566 0.58570
2 C -2.07796 1.63401 -2.75153
3 P -1.44926 2.80860 -1.46497
4 C -2.85366 3.94775 -1.13867
5 C -2.56342 5.05900 -0.34382
6 C -3.54410 5.97820 -0.01339
7 C -4.84695 5.80346 -0.46683
8 C -5.15002 4.69931 -1.24749
9 C -4.16170 3.77716 -1.57656
10 C -0.51783 4.00369 -2.56720
11 C 0.76955 4.38764 -2.20315
12 C 1.48298 5.31117 -2.96262
13 C 0.91399 5.86929 -4.09567
14 C -0.37390 5.49816 -4.47082
15 C -1.07685 4.57687 -3.71204
16 C -1.44772 0.26697 -2.69431
17 C -1.40239 -0.66347 -3.72109
18 C -0.90440 -1.86578 -3.15161
19 C -0.66964 -1.59218 -1.81823
20 C -0.34793 -2.54180 -0.70192
21 P -1.66239 -2.34278 0.59401
22 C -3.06576 -3.12164 -0.30858
23 C -3.50714 -4.42911 -0.10493
24 C -4.54838 -4.95232 -0.86094
25 C -5.15661 -4.17952 -1.84074
26 C -4.72169 -2.87893 -2.05581
27 C -3.69110 -2.34997 -1.29217
28 C -1.26821 -3.61939 1.83482
29 C -2.14628 -3.76710 2.91034
30 C -1.90468 -4.70326 3.90148
31 C -0.76203 -5.49249 3.84699
32 C 0.13319 -5.33142 2.80283
33 C -0.11989 -4.40347 1.79894
34 N -0.99394 -0.29588 -1.54029
35 H -1.91365 2.06140 -3.74130
36 H -3.15625 1.52512 -2.61635
37 H -1.55035 5.19637 0.02070
38 H -3.29418 6.82892 0.60931
39 H -5.61890 6.51684 -0.20359
40 H -6.16354 4.54401 -1.59930
41 H -4.43056 2.91517 -2.17217
42 H 1.22135 3.93820 -1.32724
43 H 2.48729 5.58417 -2.66199
44 H 1.46683 6.58937 -4.68808
45 H -0.82975 5.93282 -5.35345
46 H -2.08705 4.31143 -4.00706
47 H -1.70282 -0.49706 -4.74633
48 H -0.76466 -2.81904 -3.64148
49 H 0.60829 -2.32883 -0.21879
50 H -0.33134 -3.56550 -1.08262
51 H -3.03691 -5.04130 0.65411
52 H -4.88143 -5.96909 -0.68643
53 H -5.96430 -4.59092 -2.43520
54 H -5.18355 -2.26816 -2.82214
55 H -3.35800 -1.33280 -1.46505
56 H -3.02682 -3.13575 2.96657
57 H -2.59268 -4.79999 4.73329
58 H -0.55194 -6.20230 4.63729
59 H 1.04219 -5.92000 2.77440
60 H 0.59101 -4.28584 0.99121
61 O 5.58779 2.87140 -0.47757
62 C 4.25622 2.53603 -0.32961
63 C 3.64252 1.65577 -1.14919
64 C 2.23902 1.23070 -0.85092
65 N 1.50792 2.14195 0.02066
66 C 2.21929 2.92736 0.76890
67 Br 1.16375 3.93104 2.04417
68 C 3.57172 3.19660 0.72637
69 H 5.93431 2.31839 -1.18555
70 H 4.18337 1.14488 -1.93936
71 H 1.65683 1.08732 -1.77076
72 H 4.05926 3.89154 1.38803
73 S 3.24477 -1.25107 0.19696
74 C 2.16715 -0.16807 -0.17217
75 C -3.97334 0.69234 0.25596
76 O -2.74960 1.33275 0.20486
77 H -4.77106 1.37928 0.58989
78 H -3.98844 -0.17232 0.94060
79 H -4.28914 0.30703 -0.73350
80 C -2.64427 -0.76330 4.58150
81 C -1.55092 0.19020 5.08326
82 C -1.65917 0.32225 6.60518
83 C -1.81102 1.57450 4.46967
84 Si 0.10357 -0.41866 4.31633
85 O -0.05080 -0.53945 2.75052
86 C 0.68147 -2.06566 5.13134
87 C 1.90204 -2.58384 4.67710
88 C 2.46058 -3.73488 5.21302
89 C 1.80855 -4.41710 6.23335
90 C 0.58755 -3.94336 6.68790
91 C 0.03535 -2.79163 6.13477
92 C 1.55071 0.72430 4.80000
93 C 1.75594 1.36601 6.02434
94 C 2.90980 2.09496 6.28345
95 C 3.90459 2.18880 5.31977
96 C 3.72501 1.56618 4.09274
97 C 2.55745 0.85864 3.83720
98 H -3.63258 -0.40938 4.90776
99 H -2.51020 -1.78346 4.95285
100 H -2.63624 -0.81210 3.49039
101 H -2.65397 0.70990 6.86763
102 H -0.92917 1.02180 7.01212
103 H -1.53215 -0.62590 7.12893
104 H -2.81341 1.92842 4.74605
105 H -1.75507 1.54688 3.37958
106 H -1.08170 2.31282 4.81709
107 H 2.43145 -2.06463 3.88406
108 H 3.41010 -4.09933 4.83648
109 H 2.24270 -5.31497 6.65937
110 H 0.05766 -4.47348 7.47259
111 H -0.92256 -2.45613 6.51148
112 H 1.01090 1.29671 6.80689
113 H 3.03245 2.59052 7.24088
114 H 4.80686 2.75644 5.51842
115 H 4.47632 1.65586 3.31950
116 H 2.40218 0.41607 2.85861

***

[2]
The following is a DFT calculation (the ωB97M-V functional and the def2-TZVPD basis) of C53H55F10N7Sr as an isolated structure.

Charge = -2
Calculated total energy = -94299.0239 eV
ΔE to the lowest compared entry with this formula, charge and spin = 0.403 eV
Spin multiplicity = 1
E_LUMO = 0.146 hartree

Cartesian coordinates (Å):
1 Sr 0.17117 -0.55220 -0.02059
2 C -1.54752 -0.57791 6.72099
3 C -0.44563 -1.37022 6.00882
4 C -0.00217 -0.71872 4.73560
5 C 1.05450 0.12416 4.54646
6 C 2.10005 0.53207 5.53756
7 C 3.42327 -0.20979 5.31891
8 C 0.99181 0.54821 3.15954
9 N -0.03485 -0.06769 2.52823
10 C -0.68347 -0.80842 3.45484
11 C -1.86508 -1.53207 3.21664
12 C -2.59554 -1.60588 2.03155
13 C -3.88565 -2.27782 1.89162
14 C -4.60339 -3.02060 2.97577
15 C -5.40812 -2.09300 3.89191
16 C -4.31118 -2.02549 0.62338
17 C -3.28860 -1.18623 0.00691
18 C -3.44862 -0.54415 -1.22724
19 C -2.68243 0.49261 -1.74627
20 N -1.57439 1.00096 -1.16798
21 C -1.19543 2.06196 -1.90810
22 C -0.12646 2.90738 -1.61109
23 C 0.72533 2.83874 -0.49589
24 N 0.61547 1.94414 0.50285
25 C 1.62031 2.19766 1.37797
26 C 1.80333 1.54485 2.59198
27 C 2.44396 3.30290 0.88951
28 C 1.88186 3.70590 -0.27919
29 C 2.33728 4.79826 -1.19616
30 C 1.52320 6.08673 -1.03812
31 C 3.69175 3.81178 1.53698
32 C 4.90660 2.92972 1.23256
33 C -2.07357 2.21116 -3.08280
34 C -3.00045 1.22473 -2.97991
35 C -4.15936 0.85520 -3.85789
36 C -5.46291 1.53923 -3.43444
37 C -1.83881 3.29163 -4.10202
38 C -2.61516 3.20264 -5.41190
39 N -2.25589 -1.00441 0.86250
40 C -5.56577 -2.49745 -0.04344
41 C -5.29862 -3.61071 -1.06271
42 H -1.87337 -1.07450 7.63869
43 H -2.41101 -0.45853 6.06510
44 H -1.18788 0.42074 6.97567
45 H -0.80779 -2.38132 5.79999
46 H 0.40914 -1.48377 6.68186
47 H 1.73938 0.34351 6.55308
48 H 2.27741 1.60940 5.46772
49 H 3.27540 -1.28557 5.43080
50 H 4.18757 0.11197 6.03095
51 H 3.79604 -0.03416 4.30890
52 H -2.27092 -2.07396 4.06564
53 H -3.88137 -3.58124 3.57632
54 H -5.27511 -3.76134 2.53255
55 H -4.75390 -1.34660 4.34465
56 H -5.90567 -2.64975 4.69042
57 H -6.16720 -1.55958 3.31678
58 H -4.32501 -0.82955 -1.79746
59 H 0.09018 3.68912 -2.32968
60 H 2.62505 1.89829 3.20680
61 H 2.27225 4.45237 -2.23098
62 H 3.39361 5.00982 -1.01014
63 H 0.46531 5.89319 -1.22168
64 H 1.85934 6.86014 -1.73282
65 H 1.61610 6.47105 -0.02016
66 H 3.54398 3.86630 2.62051
67 H 3.88973 4.83367 1.20038
68 H 4.72530 1.90310 1.55529
69 H 5.80395 3.30013 1.73394
70 H 5.09494 2.90172 0.15781
71 H -4.29206 -0.22836 -3.81668
72 H -3.94197 1.08717 -4.89767
73 H -5.69614 1.30217 -2.39502
74 H -6.30180 1.22319 -4.05986
75 H -5.36667 2.62469 -3.50985
76 H -0.77229 3.29109 -4.34558
77 H -2.03374 4.26268 -3.63185
78 H -2.39043 2.27100 -5.93176
79 H -2.32789 4.02833 -6.06686
80 H -3.69307 3.26097 -5.25341
81 H -6.05722 -1.65916 -0.54673
82 H -6.26845 -2.85943 0.71280
83 H -4.59257 -3.27300 -1.82186
84 H -6.21783 -3.93073 -1.55950
85 H -4.85464 -4.47512 -0.56548
86 C 0.21526 -3.77002 1.74088
87 N 1.12188 -3.08099 0.83215
88 C 1.41630 -3.97119 -0.29265
89 C 1.87963 -3.30718 -1.58452
90 N 0.81778 -2.46713 -2.10777
91 C 0.93503 -2.03170 -3.35709
92 C -0.21180 -1.46809 -3.99951
93 F -1.37696 -1.49303 -3.32193
94 C -0.22223 -0.94074 -5.26379
95 F -1.37035 -0.44658 -5.77909
96 C 0.92367 -0.93585 -6.04759
97 F 0.91218 -0.42592 -7.30509
98 C 2.06293 -1.48166 -5.49780
99 F 3.20408 -1.48284 -6.22031
100 C 2.07292 -2.00892 -4.21858
101 F 3.28392 -2.43728 -3.76828
102 C 2.29629 -2.65694 1.59966
103 C 3.37057 -1.87015 0.84415
104 N 2.77001 -0.88300 -0.02364
105 C 3.55820 -0.16607 -0.82078
106 C 4.97586 -0.02155 -0.81535
107 F 5.72817 -0.62325 0.14891
108 C 5.67506 0.78615 -1.69092
109 F 7.01630 0.88174 -1.57100
110 C 5.03390 1.53023 -2.66151
111 F 5.72198 2.32465 -3.51420
112 C 3.65477 1.41340 -2.73370
113 F 2.98108 2.09050 -3.68003
114 C 2.97471 0.59350 -1.86861
115 F 1.63589 0.49650 -2.04176
116 H 0.63082 -4.74332 2.06211
117 H -0.74393 -3.94751 1.25295
118 H 0.04214 -3.16422 2.62764
119 H 0.48399 -4.49047 -0.52753
120 H 2.15551 -4.73579 0.01577
121 H 2.11388 -4.13781 -2.27111
122 H 2.81230 -2.76638 -1.42425
123 H 2.78797 -3.53863 2.05584
124 H 1.91693 -2.03835 2.41902
125 H 4.01153 -2.57050 0.28736
126 H 4.01231 -1.43365 1.62298

***

Q: ΔE to the lowest compared entry with this formula, charge and spin of number 2 (C53H55F10N7Sr)?
A: 0.403 eV